[1]
The following is a quantum chemistry calculation of the ion C3H8NOS with charge -1, from OMol25.

Values from the calculation:
ΔE to the lowest compared entry with this formula, charge and spin = 39.1 kcal/mol
SMILES string = N[C@H](C[O-])CS
LUMO = 0.1177 hartree
charge = -1

Positions of all 14 atoms, in Å:
C  -1.092  1.049  0.334
O  -1.213  2.306  -0.052
C  0.060  0.275  -0.401
C  0.266  -1.089  0.208
S  0.559  -2.432  -1.043
N  1.310  1.048  -0.385
H  -0.852  0.929  1.434
H  -1.978  0.365  0.175
H  -0.231  0.208  -1.456
H  -0.641  -1.405  0.723
H  1.102  -1.085  0.901
H  0.182  -3.421  -0.223
H  1.484  1.312  0.586
H  1.044  1.940  -0.801

From a natural (NBO) analysis of the wavefunction, the atomic charges in e read: atom 1 (C): 0.005, atom 2 (O): -0.937, atom 3 (C): -0.121, atom 4 (C): -0.476, atom 5 (S): -0.100, atom 6 (N): -0.857, atom 7 (H): 0.047, atom 8 (H): 0.059, atom 9 (H): 0.173, atom 10 (H): 0.204, atom 11 (H): 0.201, atom 12 (H): 0.095, atom 13 (H): 0.331, atom 14 (H): 0.377

[2]
The following is a quantum chemistry calculation of a structure of composition C26H31BrCrIN8O3S3, from OMol25.

Values from the calculation:
multiplicity = 2
ΔE to the lowest compared entry with this formula, charge and spin = 14.1 kcal/mol
LUMO (alpha / beta) = -0.2537 / -0.2280 hartree
charge = +2
⟨S²⟩ = 0.76

Positions of all 74 atoms, in Å:
Cr  0.610  1.470  0.730
C  0.846  3.131  -2.763
C  -0.412  2.975  -1.967
N  -0.563  2.471  -0.755
C  -1.891  2.581  -0.347
C  -2.723  3.141  -1.248
S  -1.854  3.557  -2.648
C  -2.228  2.090  0.983
C  -3.442  2.032  1.573
S  -3.287  1.343  3.122
C  -1.624  1.136  2.914
N  -1.186  1.595  1.753
C  -0.816  0.476  3.980
H  1.731  2.844  -2.208
H  0.975  4.174  -3.054
H  0.800  2.534  -3.675
H  -3.781  3.323  -1.162
H  -4.395  2.349  1.183
H  -1.366  0.464  4.919
H  0.124  0.997  4.137
H  -0.608  -0.561  3.701
N  -3.980  -4.268  3.500
C  -3.208  -3.602  2.601
C  -3.670  -2.419  1.997
C  -2.879  -1.738  1.101
C  -1.607  -2.226  0.789
C  -1.134  -3.404  1.376
C  -1.924  -4.077  2.276
S  -0.628  -1.360  -0.328
O  0.241  -2.250  -1.023
O  -1.424  -0.385  -1.010
N  0.364  -0.386  0.632
C  1.244  -0.716  1.642
N  1.691  0.453  2.142
C  2.650  0.404  3.065
C  3.107  -0.809  3.526
C  2.527  -1.954  2.984
N  1.595  -1.923  2.031
H  -4.955  -4.038  3.588
H  -3.720  -5.195  3.787
H  -4.669  -2.063  2.222
H  -3.245  -0.846  0.609
H  -0.158  -3.787  1.111
H  -1.570  -4.998  2.723
H  3.037  1.341  3.450
H  3.878  -0.870  4.278
H  2.828  -2.937  3.325
Br  -0.399  -0.251  -6.617
C  0.177  -1.873  -5.851
C  -0.141  -3.049  -6.517
C  0.247  -4.272  -5.994
C  0.949  -4.332  -4.800
C  1.272  -3.163  -4.129
C  0.890  -1.940  -4.664
I  1.456  -0.218  -3.633
H  -0.694  -2.997  -7.444
H  -0.002  -5.181  -6.525
H  1.249  -5.285  -4.387
H  1.807  -3.199  -3.191
N  3.190  0.039  -0.263
N  2.389  1.227  -0.474
H  3.952  0.055  -0.937
H  2.598  -0.746  -0.532
H  2.088  1.251  -1.448
H  3.006  2.024  -0.329
C  2.489  5.052  0.152
C  1.198  4.679  0.832
O  1.260  3.315  1.382
H  2.445  6.096  -0.158
H  2.669  4.449  -0.738
H  3.342  4.954  0.828
H  0.353  4.668  0.153
H  0.966  5.344  1.661
H  1.943  3.285  2.064

From a Mulliken analysis of the wavefunction, the atomic charges in e read: atom 1 (Cr): -0.526, atom 2 (C): -1.881, atom 3 (C): 0.504, atom 4 (N): 1.353, atom 5 (C): -0.724, atom 6 (C): -0.375, atom 7 (S): -0.181, atom 8 (C): 0.039, atom 9 (C): -0.363, atom 10 (S): -0.119, atom 11 (C): 0.443, atom 12 (N): 0.800, atom 13 (C): -1.104, atom 14 (H): 0.298, atom 15 (H): 0.474, atom 16 (H): 0.464, atom 17 (H): 0.478, atom 18 (H): 0.477, atom 19 (H): 0.575, atom 20 (H): 0.172, atom 21 (H): 0.166, atom 22 (N): -0.481, atom 23 (C): 1.129, atom 24 (C): -0.979, atom 25 (C): -0.349, atom 26 (C): -0.517, atom 27 (C): -0.307, atom 28 (C): -0.988, atom 29 (S): 1.240, atom 30 (O): -0.612, atom 31 (O): -0.726, atom 32 (N): 0.404, atom 33 (C): 0.207, atom 34 (N): 0.788, atom 35 (C): -0.183, atom 36 (C): -0.983, atom 37 (C): -0.476, atom 38 (N): -0.253, atom 39 (H): 0.220, atom 40 (H): 0.220, atom 41 (H): 0.361, atom 42 (H): 0.674, atom 43 (H): 0.477, atom 44 (H): 0.343, atom 45 (H): 0.453, atom 46 (H): 0.470, atom 47 (H): 0.548, atom 48 (Br): -0.186, atom 49 (C): 0.056, atom 50 (C): -0.395, atom 51 (C): -0.545, atom 52 (C): -0.714, atom 53 (C): -0.364, atom 54 (C): 0.447, atom 55 (I): 0.315, atom 56 (H): 0.411, atom 57 (H): 0.386, atom 58 (H): 0.394, atom 59 (H): 0.326, atom 60 (N): -0.513, atom 61 (N): 0.029, atom 62 (H): 0.396, atom 63 (H): 0.018, atom 64 (H): -0.351, atom 65 (H): 0.269, atom 66 (C): -1.159, atom 67 (C): -0.138, atom 68 (O): -0.035, atom 69 (H): 0.408, atom 70 (H): 0.175, atom 71 (H): 0.371, atom 72 (H): 0.205, atom 73 (H): 0.371, atom 74 (H): 0.171

[3]
The following is a quantum chemistry calculation of an isolated molecule of C21H22N4O2 at a distorted geometry, from OMol25.

Values from the calculation:
ΔE to the lowest compared entry with this formula, charge and spin = 94.5 kcal/mol
SMILES string = N#CC1(C#N)CC(C=O)=C(N)[C@]1(C#N)CC(=O)[C@]12C[C@H]3C[C@H](C[C@H](C3)C1)C2
LUMO = -0.0170 hartree
charge = 0

Positions of all 49 atoms, in Å:
N  0.112  2.132  -5.906
N  2.416  3.588  -2.547
N  2.106  -0.832  -4.521
O  -3.855  0.302  -2.487
O  1.342  -2.096  -1.000
C  0.181  2.047  -4.738
C  1.543  2.848  -2.856
C  1.337  -0.371  -3.794
C  -3.117  1.181  -2.084
C  1.111  -0.905  -0.671
C  -1.723  1.195  -2.477
C  -0.834  0.141  -2.465
N  -1.304  -1.103  -2.129
C  -1.000  2.512  -2.594
C  1.411  0.328  -1.481
C  0.857  -1.751  3.608
C  -1.467  -1.067  2.982
C  0.297  0.609  3.329
C  0.076  -2.297  1.323
C  1.817  -0.544  1.694
C  -0.482  0.186  1.065
C  0.363  2.035  -3.265
C  0.656  0.460  -2.753
C  -0.367  -2.169  2.792
C  1.390  -0.450  3.183
C  -0.998  0.253  2.518
C  0.606  -0.918  0.803
H  -3.273  1.890  -1.323
H  -2.341  -1.113  -2.029
H  -0.901  -1.942  -2.580
H  -0.741  2.922  -1.659
H  -1.523  3.168  -3.360
H  1.238  1.241  -0.856
H  2.532  0.399  -1.573
H  0.688  -1.568  4.741
H  1.506  -2.614  3.485
H  -2.363  -1.344  2.393
H  -1.686  -0.922  3.995
H  0.743  1.566  3.044
H  0.112  0.717  4.373
H  0.909  -3.061  1.199
H  -0.762  -2.548  0.720
H  2.240  0.398  1.347
H  2.628  -1.298  1.704
H  -1.286  0.034  0.416
H  -0.006  1.156  0.901
H  -0.671  -3.166  3.133
H  2.281  -0.209  3.823
H  -1.798  0.980  2.574

From a natural (NBO) analysis of the wavefunction, the atomic charges in e read: atom 1 (N): -0.233, atom 2 (N): -0.255, atom 3 (N): -0.232, atom 4 (O): -0.521, atom 5 (O): -0.553, atom 6 (C): 0.262, atom 7 (C): 0.279, atom 8 (C): 0.253, atom 9 (C): 0.408, atom 10 (C): 0.636, atom 11 (C): -0.251, atom 12 (C): 0.303, atom 13 (N): -0.805, atom 14 (C): -0.376, atom 15 (C): -0.544, atom 16 (C): -0.409, atom 17 (C): -0.406, atom 18 (C): -0.411, atom 19 (C): -0.393, atom 20 (C): -0.401, atom 21 (C): -0.406, atom 22 (C): -0.192, atom 23 (C): -0.129, atom 24 (C): -0.218, atom 25 (C): -0.206, atom 26 (C): -0.199, atom 27 (C): -0.116, atom 28 (H): 0.127, atom 29 (H): 0.423, atom 30 (H): 0.418, atom 31 (H): 0.225, atom 32 (H): 0.248, atom 33 (H): 0.248, atom 34 (H): 0.289, atom 35 (H): 0.205, atom 36 (H): 0.211, atom 37 (H): 0.201, atom 38 (H): 0.210, atom 39 (H): 0.204, atom 40 (H): 0.205, atom 41 (H): 0.231, atom 42 (H): 0.212, atom 43 (H): 0.197, atom 44 (H): 0.217, atom 45 (H): 0.201, atom 46 (H): 0.195, atom 47 (H): 0.220, atom 48 (H): 0.217, atom 49 (H): 0.213

[4]
The following is a quantum chemistry calculation of a structure of composition C18H30O18 at a distorted geometry, from OMol25.

Values from the calculation:
ΔE to the lowest compared entry with this formula, charge and spin = 514.1 kcal/mol
LUMO = 0.0013 hartree
charge = 0

Positions of all 66 atoms, in Å:
C  0.304  -0.890  -6.051
C  -1.219  -1.054  -5.770
O  -1.413  -0.080  -4.741
C  -0.363  0.057  -4.097
O  -0.219  0.766  -3.034
O  0.665  -0.346  -4.843
H  0.593  -0.284  -6.910
H  0.872  -1.810  -5.912
H  -1.341  -2.078  -5.418
H  -1.855  -0.883  -6.639
C  1.305  -1.898  -1.201
C  0.277  -1.557  -2.307
O  -0.901  -2.228  -1.800
C  -0.604  -3.067  -0.834
O  -1.451  -3.739  -0.155
O  0.750  -3.100  -0.704
H  1.456  -1.049  -0.534
H  2.149  -2.169  -1.834
H  0.702  -1.988  -3.214
H  0.085  -0.485  -2.269
C  3.104  2.072  4.822
C  1.561  1.913  4.433
O  1.549  1.317  3.172
C  2.763  0.990  2.836
O  3.071  0.500  1.744
O  3.583  1.120  3.865
H  3.230  1.743  5.854
H  3.433  3.106  4.719
H  0.993  2.842  4.383
H  1.168  1.215  5.172
C  -1.739  1.332  -1.193
O  -0.462  1.268  -0.575
C  -0.265  0.589  0.539
O  -1.117  0.197  1.366
O  0.985  0.321  0.602
C  1.563  -0.684  1.509
H  -1.598  1.284  -2.273
H  -2.382  2.194  -1.017
H  -2.335  0.473  -0.883
H  1.647  -0.507  2.581
H  2.520  -1.154  1.282
H  0.959  -1.564  1.289
C  2.753  -1.325  5.153
O  2.317  -1.430  3.762
C  1.736  -2.501  3.278
O  1.371  -3.438  3.955
O  1.558  -2.319  2.040
C  0.858  -3.268  1.200
H  2.091  -0.594  5.618
H  3.706  -0.814  5.290
H  2.818  -2.294  5.648
H  0.941  -2.854  0.195
H  -0.113  -3.526  1.623
H  1.464  -4.163  1.339
C  -3.513  2.000  -3.458
O  -3.014  2.722  -2.287
C  -3.661  2.896  -1.201
O  -4.801  2.464  -1.067
O  -2.995  3.741  -0.395
C  -3.548  4.075  0.857
H  -3.031  2.547  -4.268
H  -4.589  2.053  -3.626
H  -3.179  0.963  -3.418
H  -3.230  4.943  1.435
H  -3.329  3.216  1.490
H  -4.628  4.220  0.879

From a natural (NBO) analysis of the wavefunction, the atomic charges in e read: atom 1 (C): -0.100, atom 2 (C): -0.113, atom 3 (O): -0.450, atom 4 (C): 1.022, atom 5 (O): -0.629, atom 6 (O): -0.485, atom 7 (H): 0.204, atom 8 (H): 0.209, atom 9 (H): 0.205, atom 10 (H): 0.221, atom 11 (C): -0.157, atom 12 (C): -0.185, atom 13 (O): -0.472, atom 14 (C): 0.978, atom 15 (O): -0.558, atom 16 (O): -0.479, atom 17 (H): 0.292, atom 18 (H): 0.201, atom 19 (H): 0.175, atom 20 (H): 0.300, atom 21 (C): -0.094, atom 22 (C): -0.092, atom 23 (O): -0.467, atom 24 (C): 0.977, atom 25 (O): -0.561, atom 26 (O): -0.499, atom 27 (H): 0.196, atom 28 (H): 0.193, atom 29 (H): 0.205, atom 30 (H): 0.183, atom 31 (C): -0.245, atom 32 (O): -0.515, atom 33 (C): 0.990, atom 34 (O): -0.694, atom 35 (O): -0.551, atom 36 (C): -0.287, atom 37 (H): 0.217, atom 38 (H): 0.171, atom 39 (H): 0.177, atom 40 (H): 0.222, atom 41 (H): 0.206, atom 42 (H): 0.197, atom 43 (C): -0.251, atom 44 (O): -0.550, atom 45 (C): 0.993, atom 46 (O): -0.667, atom 47 (O): -0.517, atom 48 (C): -0.442, atom 49 (H): 0.172, atom 50 (H): 0.199, atom 51 (H): 0.225, atom 52 (H): 0.323, atom 53 (H): 0.229, atom 54 (H): 0.189, atom 55 (C): -0.254, atom 56 (O): -0.514, atom 57 (C): 0.947, atom 58 (O): -0.638, atom 59 (O): -0.491, atom 60 (C): -0.274, atom 61 (H): 0.198, atom 62 (H): 0.214, atom 63 (H): 0.200, atom 64 (H): 0.204, atom 65 (H): 0.198, atom 66 (H): 0.199